No. 1
142
Properties=species:S:1:pos:R:3:mulliken_charge:R:1 method="wB97M-V/def2-TZVPD" e_homo_ev=-4.013 multiplicity=1 lumo_ev=1.9 total_charge=-1
C 1.1265 -2.3746 -2.2275 -1.4105
C 0.6575 -1.0413 -2.7685 0.8989
O 1.7257 -0.4544 -3.5562 -0.2852
P 1.3248 0.1477 -4.9778 0.7976
O 1.2785 -0.8486 -6.0546 -0.8449
C -0.1825 1.1254 -4.8568 -0.2913
C -1.4909 0.3526 -5.1661 -0.8346
Al -2.8793 0.3971 -3.6915 -1.0807
Cl -1.9389 1.0017 -1.7392 -0.5068
C -4.3414 1.7516 -4.0039 1.4711
C -5.2588 1.3356 -5.1702 -1.4771
C -5.0723 2.0399 -2.6692 -0.2819
C -6.5055 2.5637 -2.7822 -1.4629
P -3.7583 -1.7775 -3.2665 0.6513
C -5.0109 -2.1601 -4.5877 -1.3135
O -2.5281 -2.8892 -3.6247 -0.6349
O 2.5071 1.2127 -5.2190 -0.4730
C 3.3311 1.6489 -4.1302 -0.3330
C 2.6052 2.4733 -3.0675 -0.2515
H 0.2903 -2.9025 -1.7735 0.3578
H 1.5445 -2.9852 -3.0239 0.3769
H 1.8857 -2.2222 -1.4608 0.1728
H 0.4557 -0.3556 -1.9521 0.1905
H -0.2394 -1.1742 -3.3661 -0.4528
H -0.0228 1.8965 -5.6134 0.5475
H -0.2173 1.6416 -3.8954 -0.1665
H -1.9013 0.6997 -6.1128 0.7245
H -1.2238 -0.6939 -5.3407 0.6173
H -3.8119 2.6636 -4.2980 -0.6040
H -5.4506 2.1727 -5.8449 0.3135
H -4.8020 0.5636 -5.7950 0.3261
H -6.2094 0.9286 -4.8355 0.2769
H -5.0663 1.1625 -2.0189 0.2019
H -4.4849 2.7924 -2.1391 0.2535
H -6.5823 3.3992 -3.4750 0.2510
H -6.8562 2.8789 -1.7974 0.4307
H -7.1841 1.7691 -3.0912 0.3845
H -5.0634 -3.2443 -4.6724 0.3827
H -5.9673 -1.7650 -4.2538 0.2771
H -4.7504 -1.7467 -5.5606 0.4445
H -1.9325 -2.5344 -4.2869 0.2914
H 3.8415 0.7981 -3.6859 0.2877
H 4.1044 2.2609 -4.5918 0.3558
H 2.7202 2.0004 -2.0969 -0.0992
H 1.5399 2.5451 -3.2667 0.0048
H 2.9958 3.4868 -3.0103 0.4167
C 7.1490 -0.9988 2.6501 -0.8195
O 5.9295 -0.8322 3.3476 -0.2728
C 5.8940 0.3075 4.1955 -0.6936
C 4.9145 1.3383 3.6801 -0.2013
N 5.3981 1.9601 2.4559 -0.3176
C 4.4284 2.8248 1.7900 -0.8679
C 3.1548 2.1894 1.2457 -0.4505
O 3.3679 1.3103 0.1609 -0.2804
C 3.6755 -0.0281 0.4999 -0.3614
H 7.1039 -1.9640 2.1476 0.2398
H 7.3023 -0.2199 1.8954 0.3614
H 7.9974 -1.0007 3.3412 0.3386
H 6.8911 0.7398 4.3146 0.3922
H 5.5569 -0.0335 5.1798 0.2534
H 4.7849 2.1141 4.4413 0.3906
H 3.9466 0.8356 3.5453 0.1894
H 5.6820 1.2341 1.8109 0.0945
H 4.9401 3.3039 0.9518 0.3852
H 4.1457 3.6220 2.4855 0.4271
H 2.5304 2.9968 0.8539 0.3762
H 2.5674 1.6913 2.0265 0.3325
H 3.1931 -0.3297 1.4334 0.3026
H 4.7546 -0.1934 0.5816 0.2217
H 3.3043 -0.6601 -0.3070 -0.0784
C -1.6872 4.6372 -3.3687 -0.1306
O -1.5459 6.0407 -3.2115 -0.4044
C -1.3827 6.7592 -4.4212 -0.7191
C -2.6049 7.6033 -4.7096 -0.2537
N -3.7427 6.7709 -5.0748 -0.1503
C -5.0125 7.4803 -5.1572 -0.6851
C -5.5800 8.0742 -3.8730 -0.5010
O -5.9945 7.1100 -2.9279 -0.4017
C -4.9871 6.6147 -2.0633 -0.3244
H -1.6701 4.1881 -2.3779 0.2102
H -2.6325 4.3718 -3.8533 -0.0660
H -0.8625 4.2184 -3.9535 0.3087
H -1.1780 6.0830 -5.2564 0.3175
H -0.5175 7.4189 -4.2986 0.4295
H -2.3874 8.2794 -5.5431 0.4001
H -2.7923 8.2193 -3.8180 0.1851
H -3.8329 6.0157 -4.4074 -0.1486
H -5.7558 6.7824 -5.5504 0.3558
H -4.9093 8.2834 -5.8954 0.4178
H -6.4821 8.6326 -4.1399 0.3489
H -4.8898 8.7907 -3.4094 0.3404
H -4.2277 7.3735 -1.8545 0.2863
H -4.5006 5.7231 -2.4672 -0.0190
H -5.4693 6.3336 -1.1274 0.2838
C -8.1255 -5.7359 1.9805 -0.7222
O -7.0554 -4.8646 2.2698 -0.3448
C -5.8958 -5.5037 2.7867 -0.7968
C -4.7476 -5.4458 1.8042 -0.1840
N -5.0013 -6.2901 0.6463 -0.3215
C -4.0232 -6.1489 -0.4323 -1.1548
C -3.9158 -4.8030 -1.1374 -0.1337
O -5.0536 -4.4617 -1.8963 -0.3258
C -6.0763 -3.7878 -1.1998 -0.6568
H -8.9822 -5.1184 1.7157 0.2439
H -7.9012 -6.4021 1.1403 0.2962
H -8.3888 -6.3454 2.8520 0.3446
H -6.1170 -6.5414 3.0556 0.4078
H -5.6080 -4.9706 3.6979 0.3877
H -3.8416 -5.8006 2.3059 0.3616
H -4.5904 -4.3924 1.5354 0.1903
H -5.9180 -6.0698 0.2785 0.1307
H -4.2663 -6.8995 -1.1887 0.3973
H -3.0367 -6.4095 -0.0335 0.4451
H -3.0934 -4.8663 -1.8538 0.3142
H -3.6631 -3.9847 -0.4525 0.3388
H -5.6760 -3.1755 -0.3881 0.2935
H -6.8267 -4.4814 -0.7994 0.2492
H -6.5736 -3.1260 -1.9095 0.2985
C 6.8671 -5.9517 8.6303 -0.7264
O 6.1127 -4.7979 8.9377 -0.3460
C 6.5756 -4.0716 10.0675 -0.8007
C 7.1250 -2.7232 9.6594 -0.1758
N 8.3697 -2.8641 8.9171 -0.2988
C 8.8652 -1.6281 8.3215 -1.0461
C 8.0217 -0.9625 7.2406 -0.3109
O 7.9332 -1.6996 6.0379 -0.3504
C 6.9084 -2.6805 5.9969 -0.7039
H 6.3415 -6.4786 7.8362 0.2462
H 7.8758 -5.7057 8.2807 0.3018
H 6.9476 -6.6154 9.4969 0.3469
H 7.3302 -4.6451 10.6136 0.4068
H 5.7208 -3.9166 10.7319 0.3880
H 7.3174 -2.1328 10.5604 0.3790
H 6.3428 -2.2097 9.0831 0.1535
H 8.2375 -3.5486 8.1840 0.1058
H 9.8443 -1.8442 7.8868 0.3676
H 9.0293 -0.9026 9.1251 0.4472
H 8.5157 -0.0228 6.9776 0.3969
H 7.0181 -0.7002 7.5982 0.3436
H 6.0404 -2.3883 6.5934 0.2991
H 7.2749 -3.6532 6.3377 0.2824
H 6.5938 -2.7841 4.9593 0.2929

No. 2
53
Properties=species:S:1:pos:R:3:nbo_charge:R:1 method="wB97M-V/def2-TZVPD" e_above_lowest_kcal_mol=68.7 e_homo_ev=-8.877 multiplicity=1 lumo_ev=0.4
C -1.0165 -2.4228 2.7660 -0.6416
C 0.4257 -1.9326 2.8314 -0.0652
H 1.0202 -2.4048 2.0428 0.1854
H 0.8675 -2.1701 3.8021 0.1897
O 0.5140 -0.5163 2.7528 -0.5204
C 0.0254 0.0904 1.6283 0.3177
C -0.8728 1.1306 1.8111 -0.2175
C -1.4039 1.8190 0.7286 -0.1754
C -1.0087 1.4774 -0.5585 -0.1824
C -0.0854 0.4676 -0.7556 -0.2847
C 0.4442 -0.2323 0.3212 0.2401
O 1.3795 -1.2239 0.2024 -0.5071
C 1.9975 -1.4365 -1.0481 -0.1617
C 2.6951 -0.2141 -1.6602 0.6531
O 2.5557 0.0246 -2.8467 -0.6317
N 3.4341 0.5588 -0.8455 -0.4305
C 3.8195 0.2971 0.5246 -0.2534
H 3.3804 -0.6254 0.8949 0.2321
C 5.3508 0.2100 0.6008 -0.0751
H 5.6734 0.1138 1.6385 0.2005
O 5.9625 1.3739 0.1022 -0.5189
C 5.5965 1.6038 -1.2401 -0.0768
H 6.0985 2.5238 -1.5414 0.2013
C 4.0795 1.7455 -1.3794 -0.2592
H 3.7931 1.8482 -2.4263 0.2521
H 3.7366 2.6159 -0.8102 0.2009
H 5.9456 0.7734 -1.8729 0.1670
H 5.6935 -0.6678 0.0293 0.1602
H 3.4727 1.1289 1.1491 0.2065
H 2.7360 -2.2252 -0.8702 0.2170
H 1.2779 -1.8012 -1.7915 0.2121
H 0.2266 0.2409 -1.7617 0.2438
H -1.4050 2.0096 -1.4102 0.2292
C -2.3356 2.9552 0.9511 0.6877
O -2.0543 3.9523 1.5711 -0.5581
N -3.5784 2.8441 0.3577 -0.6290
C -4.2195 1.7589 -0.1617 0.2213
N -5.3397 1.8733 -0.7933 -0.3078
N -5.8547 0.7159 -1.1816 -0.2526
C -5.1709 -0.3146 -0.8580 0.0698
C -5.5188 -1.7139 -1.1979 -0.4520
H -5.5782 -2.3030 -0.2794 0.2170
C -4.4787 -2.3305 -2.1335 -0.5941
H -4.7540 -3.3539 -2.3738 0.2147
H -3.4981 -2.3344 -1.6618 0.2032
H -4.4173 -1.7606 -3.0574 0.2146
H -6.5001 -1.7057 -1.6740 0.2398
S -3.6929 0.0903 0.0296 0.3056
H -4.1495 3.6834 0.3883 0.4334
H -1.1581 1.3919 2.8178 0.2391
H -1.4567 -2.1772 1.8011 0.2083
H -1.6095 -1.9512 3.5460 0.2138
H -1.0448 -3.5003 2.9021 0.2182

No. 3
25
Properties=species:S:1:pos:R:3:nbo_charge:R:1 method="wB97M-V/def2-TZVPD" e_above_lowest_kcal_mol=11.6 e_homo_ev=-6.817 multiplicity=1 lumo_ev=3.0 total_charge=-1
Cl -0.1137 -0.2277 -0.0133 -0.9240
O 0.2446 2.9989 0.1667 -0.9659
H 0.0436 2.0673 0.2557 0.4865
H 0.1077 3.3587 1.0431 0.4605
O -2.5120 2.1347 -0.9679 -0.9395
H -2.9662 2.8455 -0.5155 0.4536
H -1.7636 1.9324 -0.4065 0.4798
O 3.0422 0.4886 1.1342 -0.9580
H 2.2767 0.6350 0.5785 0.4951
H 3.7516 0.9563 0.6935 0.4579
O 0.5122 0.3875 -3.1095 -0.9776
H 0.5077 1.3434 -3.0597 0.4650
H 0.3636 0.0996 -2.2088 0.4934
O -0.2640 -2.7896 -2.6200 -0.9561
H -0.2086 -2.2480 -1.8327 0.4829
H 0.3824 -2.4125 -3.2168 0.4702
O -2.7984 -1.3205 1.0404 -0.9711
H -2.1413 -0.8171 0.5596 0.4933
H -2.7362 -2.2043 0.6780 0.4570
O -0.2926 0.5610 3.6360 -0.9581
H -0.4666 0.2352 2.7529 0.4925
H 0.5724 0.9666 3.5761 0.4637
O 1.5553 -3.3757 0.5456 -0.9567
H 0.7192 -2.9135 0.4860 0.4824
H 2.1841 -2.7019 0.8042 0.4733

No. 4
72
Properties=species:S:1:pos:R:3:lowdin_spin:R:1 method="wB97M-V/def2-TZVPD" e_above_lowest_kcal_mol=42.1 e_homo_ev="-16.547 / -16.495" multiplicity=2 lumo_ev="-10.2 / -11.5" total_charge=+3
Ir 1.6561 1.0175 0.5233 0.0008
C -1.1165 2.2594 4.2695 -0.0001
C -1.0699 1.4239 2.9713 -0.0001
C -2.4012 1.4823 2.2320 0.0001
C 0.0907 1.9211 2.1789 -0.0010
C -0.0250 2.5723 0.9525 -0.0010
C 1.1121 3.0700 0.2756 -0.0002
C 2.3871 3.0955 0.8821 0.0004
C 3.5431 3.8176 0.2608 0.0001
C 2.5120 2.3281 2.0738 0.0000
C 1.4188 1.6806 2.6461 0.0001
H -1.9306 1.8920 4.8915 0.0000
H -1.3085 3.3107 4.0501 0.0000
H -0.1954 2.1863 4.8483 0.0000
H -0.8334 0.3891 3.2466 0.0000
H -2.6902 2.5133 2.0150 0.0000
H -3.1836 1.0679 2.8646 0.0000
H -2.3794 0.9176 1.2991 0.0000
H -0.9925 2.6431 0.4754 0.0000
H 0.9819 3.5255 -0.6992 0.0000
H 4.0514 3.2001 -0.4793 0.0000
H 4.2692 4.1023 1.0211 0.0000
H 3.1923 4.7182 -0.2406 0.0000
H 3.4896 2.1988 2.5226 0.0000
H 1.5666 1.0591 3.5204 0.0000
N 2.6677 0.4016 -3.4711 0.0000
C 1.3367 0.6935 -3.7600 0.0000
C 0.6588 0.7984 -4.9698 0.0001
C -0.6715 1.1499 -4.8943 0.0000
C -1.3055 1.3806 -3.6594 0.0003
C -0.6324 1.2608 -2.4624 0.0008
C 0.7153 0.9122 -2.5288 0.0005
N 1.6827 0.7394 -1.5367 0.0000
C 2.8187 0.4510 -2.1441 0.0001
C 4.0162 0.3239 -1.3444 0.0000
C 5.2824 -0.0488 -1.6633 0.0001
S 6.2747 0.0219 -0.2811 0.0001
C 4.9594 0.5285 0.6543 0.0000
N 3.8402 0.6629 -0.0173 0.0012
H 3.3951 0.2231 -4.1469 0.0000
H 1.1475 0.6257 -5.9190 0.0000
H -1.2430 1.2549 -5.8060 0.0000
H -2.3511 1.6571 -3.6554 0.0000
H -1.1323 1.3969 -1.5147 0.0000
H 5.6794 -0.3611 -2.6168 0.0000
H 5.0631 0.7293 1.7107 0.0000
C -5.0383 -4.8802 -0.9054 -0.0035
C -3.9679 -3.9879 -0.4168 0.0322
C -3.9547 -3.4618 0.8768 0.3152
C -2.9248 -2.6551 1.2959 0.1312
C -2.8761 -2.2112 2.7159 0.0247
C -1.8825 -2.2901 0.3496 0.0229
C -1.8593 -2.8221 -0.9547 0.2293
C -0.7477 -2.5317 -1.9246 0.0424
C -2.8864 -3.6544 -1.3098 0.1476
C -0.7079 -1.4564 0.8134 -0.0024
O -0.0851 -1.9120 1.7962 0.0005
O -0.4206 -0.4191 0.1665 -0.0004
H -5.7478 -5.1405 -0.1250 -0.0004
H -4.6085 -5.7932 -1.3275 -0.0008
H -5.5762 -4.3919 -1.7266 -0.0009
H -4.7485 -3.7149 1.5680 0.0108
H -3.8821 -2.1015 3.1177 0.0029
H -2.3115 -1.2960 2.8551 0.0021
H -2.3701 -2.9843 3.3024 0.0122
H 0.2278 -2.6420 -1.4482 0.0101
H -0.8234 -1.5108 -2.3016 0.0173
H -0.7946 -3.2173 -2.7677 0.0002
H -2.9002 -4.0868 -2.3036 0.0042
O 2.1892 -1.1664 1.0085 0.0004
H 1.3827 -1.5410 1.5146 0.0000
H 2.9678 -1.3253 1.5560 0.0000

Repeat the fourth record exactly.
72
Properties=species:S:1:pos:R:3:lowdin_spin:R:1 method="wB97M-V/def2-TZVPD" e_above_lowest_kcal_mol=42.1 e_homo_ev="-16.547 / -16.495" multiplicity=2 lumo_ev="-10.2 / -11.5" total_charge=+3
Ir 1.6561 1.0175 0.5233 0.0008
C -1.1165 2.2594 4.2695 -0.0001
C -1.0699 1.4239 2.9713 -0.0001
C -2.4012 1.4823 2.2320 0.0001
C 0.0907 1.9211 2.1789 -0.0010
C -0.0250 2.5723 0.9525 -0.0010
C 1.1121 3.0700 0.2756 -0.0002
C 2.3871 3.0955 0.8821 0.0004
C 3.5431 3.8176 0.2608 0.0001
C 2.5120 2.3281 2.0738 0.0000
C 1.4188 1.6806 2.6461 0.0001
H -1.9306 1.8920 4.8915 0.0000
H -1.3085 3.3107 4.0501 0.0000
H -0.1954 2.1863 4.8483 0.0000
H -0.8334 0.3891 3.2466 0.0000
H -2.6902 2.5133 2.0150 0.0000
H -3.1836 1.0679 2.8646 0.0000
H -2.3794 0.9176 1.2991 0.0000
H -0.9925 2.6431 0.4754 0.0000
H 0.9819 3.5255 -0.6992 0.0000
H 4.0514 3.2001 -0.4793 0.0000
H 4.2692 4.1023 1.0211 0.0000
H 3.1923 4.7182 -0.2406 0.0000
H 3.4896 2.1988 2.5226 0.0000
H 1.5666 1.0591 3.5204 0.0000
N 2.6677 0.4016 -3.4711 0.0000
C 1.3367 0.6935 -3.7600 0.0000
C 0.6588 0.7984 -4.9698 0.0001
C -0.6715 1.1499 -4.8943 0.0000
C -1.3055 1.3806 -3.6594 0.0003
C -0.6324 1.2608 -2.4624 0.0008
C 0.7153 0.9122 -2.5288 0.0005
N 1.6827 0.7394 -1.5367 0.0000
C 2.8187 0.4510 -2.1441 0.0001
C 4.0162 0.3239 -1.3444 0.0000
C 5.2824 -0.0488 -1.6633 0.0001
S 6.2747 0.0219 -0.2811 0.0001
C 4.9594 0.5285 0.6543 0.0000
N 3.8402 0.6629 -0.0173 0.0012
H 3.3951 0.2231 -4.1469 0.0000
H 1.1475 0.6257 -5.9190 0.0000
H -1.2430 1.2549 -5.8060 0.0000
H -2.3511 1.6571 -3.6554 0.0000
H -1.1323 1.3969 -1.5147 0.0000
H 5.6794 -0.3611 -2.6168 0.0000
H 5.0631 0.7293 1.7107 0.0000
C -5.0383 -4.8802 -0.9054 -0.0035
C -3.9679 -3.9879 -0.4168 0.0322
C -3.9547 -3.4618 0.8768 0.3152
C -2.9248 -2.6551 1.2959 0.1312
C -2.8761 -2.2112 2.7159 0.0247
C -1.8825 -2.2901 0.3496 0.0229
C -1.8593 -2.8221 -0.9547 0.2293
C -0.7477 -2.5317 -1.9246 0.0424
C -2.8864 -3.6544 -1.3098 0.1476
C -0.7079 -1.4564 0.8134 -0.0024
O -0.0851 -1.9120 1.7962 0.0005
O -0.4206 -0.4191 0.1665 -0.0004
H -5.7478 -5.1405 -0.1250 -0.0004
H -4.6085 -5.7932 -1.3275 -0.0008
H -5.5762 -4.3919 -1.7266 -0.0009
H -4.7485 -3.7149 1.5680 0.0108
H -3.8821 -2.1015 3.1177 0.0029
H -2.3115 -1.2960 2.8551 0.0021
H -2.3701 -2.9843 3.3024 0.0122
H 0.2278 -2.6420 -1.4482 0.0101
H -0.8234 -1.5108 -2.3016 0.0173
H -0.7946 -3.2173 -2.7677 0.0002
H -2.9002 -4.0868 -2.3036 0.0042
O 2.1892 -1.1664 1.0085 0.0004
H 1.3827 -1.5410 1.5146 0.0000
H 2.9678 -1.3253 1.5560 0.0000